# 1
# C5H5NO2

A structure of composition C5H5NO2 at a distorted geometry (ωB97M-V/def2-TZVPD, the Open Molecules 2025 dataset).

Highest occupied orbital energy in eV: -9.958
Energy relative to the best compared isomer or geometry (same formula, charge and spin) in kJ/mol: 338.7
Electronic energy in a.u.: -398.64947
Orbital gap in eV: 10.916

```
13
Properties=species:S:1:pos:R:3:forces:R:3
C 0.8744 -1.0250 -0.6070 -0.235 -0.367 -0.331
C -0.4859 -0.9881 0.2818 0.198 -1.926 1.109
C 0.2339 0.3401 -1.0543 1.036 0.399 -1.348
C 0.4394 1.0984 0.2547 -0.306 1.338 0.583
C -0.1099 0.1378 1.2073 0.366 0.917 1.047
H -0.9888 -1.8575 0.7438 0.258 0.364 -0.540
H -1.7829 0.3345 -0.6634 0.038 -0.122 0.245
H 0.4350 0.7839 -2.0480 -0.018 -0.072 0.747
H 1.2062 1.8406 0.4852 -0.089 -0.465 -0.307
H 0.2420 0.0216 2.2330 -0.106 -0.095 -0.359
N -1.0421 -0.3310 -0.8667 -0.584 -0.266 -1.300
O 1.8019 -1.7196 -0.9012 -1.232 0.847 0.647
O -0.8231 1.3642 0.9347 0.675 -0.553 -0.195
```
Positions in Å, forces in eV/Å.

# 2
# C33H58AsN2O2STl

A structure of composition C33H58AsN2O2STl (ωB97M-V/def2-TZVPD, the Open Molecules 2025 dataset).

Highest occupied orbital energy in eV: -6.638
Energy relative to the best compared isomer or geometry (same formula, charge and spin) in kJ/mol: 46.7
Electronic energy in a.u.: -4358.62442
Orbital gap in eV: 6.883

```
98
Properties=species:S:1:pos:R:3:forces:R:3
Tl -0.3344 -0.5594 0.0329 0.431 -0.083 0.350
C 1.1345 -2.4873 1.5023 0.196 0.113 -0.234
C 0.9976 -1.3780 2.3805 0.022 -0.127 -0.039
C 1.8544 -0.3479 1.8721 0.065 0.051 -0.014
C 2.4254 -0.8445 0.6749 0.007 -0.347 0.076
C 2.0174 -2.1753 0.4576 -0.010 -0.014 0.101
C 2.6651 -3.1867 -0.4609 0.037 -0.088 -0.221
C 3.4341 -2.5080 -1.5988 -0.115 -0.088 0.178
C 3.6430 -4.0294 0.3779 -0.070 0.139 -0.150
C 1.6390 -4.1317 -1.0917 0.124 0.168 0.086
C 2.2984 1.0030 2.4254 -0.012 0.353 0.084
C 1.2126 2.0764 2.2635 0.108 -0.128 -0.045
C 3.5278 1.5205 1.6573 -0.174 -0.092 0.076
C 2.7467 0.9041 3.8919 -0.063 -0.038 -0.181
C 0.1728 -1.5536 3.6515 -0.245 0.017 0.094
C -0.5783 -0.2872 4.0788 0.151 -0.143 -0.042
C -0.9174 -2.6161 3.4132 0.124 0.115 0.005
C 1.0727 -2.0677 4.7861 -0.111 0.099 -0.108
H 0.7479 -3.4718 1.6836 -0.238 -0.187 -0.014
H 3.1557 -0.3335 0.0791 0.102 0.139 -0.153
H 4.2619 -1.9154 -1.2193 0.122 0.116 0.044
H 2.7754 -1.8558 -2.1720 -0.048 0.056 -0.066
H 3.8385 -3.2655 -2.2706 0.061 -0.014 -0.062
H 4.3692 -3.3837 0.8653 0.136 0.060 0.054
H 4.1698 -4.7471 -0.2506 0.096 -0.085 -0.072
H 3.1127 -4.5781 1.1537 -0.076 -0.034 0.067
H 0.9128 -3.5653 -1.6710 -0.127 0.013 -0.089
H 1.1229 -4.6979 -0.3222 -0.181 -0.103 0.112
H 2.1341 -4.8460 -1.7505 0.036 -0.054 -0.053
H 0.9687 2.1952 1.2041 -0.028 0.031 0.069
H 1.5596 3.0378 2.6449 0.064 0.132 0.046
H 0.3043 1.8103 2.7909 -0.170 0.001 0.018
H 3.2786 1.7417 0.6209 0.041 -0.001 -0.102
H 4.3373 0.7944 1.6878 0.112 -0.049 -0.054
H 3.8799 2.4400 2.1237 -0.005 0.102 0.007
H 1.9214 0.7334 4.5730 -0.025 -0.044 0.088
H 3.2393 1.8277 4.1966 0.016 0.096 0.024
H 3.4568 0.0865 4.0006 0.095 -0.071 0.075
H -1.1503 0.0926 3.2308 -0.087 0.135 -0.018
H 0.0964 0.4866 4.4212 -0.026 0.183 -0.012
H -1.2660 -0.5071 4.8975 -0.032 -0.062 0.054
H -1.4805 -2.3777 2.5100 -0.109 -0.046 -0.033
H -1.6065 -2.6541 4.2558 -0.039 0.044 0.120
H -0.4887 -3.6071 3.3042 0.001 -0.150 -0.067
H 1.8689 -1.3663 5.0059 0.104 0.090 0.077
H 1.5339 -3.0065 4.4863 0.042 -0.108 -0.007
H 0.4954 -2.2362 5.6947 -0.078 -0.033 0.132
C -4.3224 0.0557 -0.1479 -0.156 0.090 0.093
O -3.3021 -0.4214 -0.9921 0.083 -0.185 -0.223
C -3.7334 -1.4346 -1.8694 0.204 -0.206 -0.109
C -2.5186 -2.0251 -2.5906 -0.358 0.228 0.095
O -1.5251 -2.5246 -1.7302 0.045 -0.075 0.028
C -1.9054 -3.6413 -0.9504 0.048 0.067 -0.020
H -5.1586 0.4801 -0.7180 0.030 -0.056 -0.042
H -3.8651 0.8408 0.4519 -0.188 -0.106 0.008
H -4.7056 -0.7431 0.4990 -0.014 -0.037 -0.021
H -4.4334 -1.0328 -2.6185 0.068 -0.042 0.029
H -4.2671 -2.2198 -1.3123 0.018 0.082 -0.032
H -2.0237 -1.2422 -3.1716 -0.109 -0.042 -0.023
H -2.8653 -2.8126 -3.2734 -0.007 0.047 -0.036
H -2.1788 -4.4880 -1.5892 0.008 -0.023 0.018
H -2.7361 -3.4105 -0.2805 -0.067 0.021 0.029
H -1.0360 -3.8903 -0.3470 -0.042 -0.104 0.003
S -2.0538 2.4500 0.8069 0.345 -0.073 -0.351
C -2.6780 3.1911 2.1338 -0.071 -0.024 -0.016
N -2.6950 4.5301 2.3363 -0.121 -0.032 0.098
C -3.1626 4.8693 3.6635 0.021 0.223 0.327
C -3.8394 3.5597 4.1118 -0.301 0.140 0.270
N -3.2769 2.5959 3.1896 0.109 0.228 0.045
H -2.0724 5.1216 1.8140 -0.012 -0.122 -0.067
H -3.8609 5.7088 3.6279 0.057 -0.112 0.102
H -2.3272 5.1341 4.3228 -0.096 -0.037 -0.036
H -4.9308 3.6250 4.0108 0.142 -0.022 -0.013
H -3.6049 3.3009 5.1460 -0.024 0.081 -0.066
H -3.5165 1.6212 3.1906 0.091 -0.003 -0.140
C 1.0663 3.6589 -3.0998 -0.031 -0.178 0.145
As 0.3848 2.1365 -2.0164 0.064 0.344 -0.413
C -1.4958 2.3548 -2.5469 0.057 -0.006 -0.042
C 0.8680 0.6275 -3.2588 0.011 0.095 0.314
C 0.7549 0.9473 -4.6993 -0.016 0.019 -0.276
C 1.8400 1.4880 -5.3867 0.001 -0.087 0.083
C 1.7473 1.8180 -6.7245 0.065 0.032 -0.073
C 0.5605 1.6177 -7.4090 -0.031 0.049 -0.105
C -0.5245 1.0740 -6.7443 -0.078 0.004 -0.087
C -0.4273 0.7424 -5.4049 0.014 -0.060 0.086
H 0.7503 3.5722 -4.1379 -0.035 -0.011 -0.010
H 2.1547 3.7015 -3.0633 0.000 -0.052 0.027
H 0.6786 4.5927 -2.6904 -0.042 -0.091 0.102
H -1.6007 2.3991 -3.6298 0.047 -0.026 -0.067
H -1.8762 3.2819 -2.1188 0.077 -0.017 0.051
H -2.0918 1.5349 -2.1480 -0.026 -0.067 0.015
H 0.2158 -0.2081 -2.9849 0.088 0.052 0.037
H 1.8968 0.3501 -3.0164 -0.096 -0.017 0.122
H 2.7696 1.6419 -4.8573 0.111 0.024 0.051
H 2.6062 2.2257 -7.2374 0.063 0.052 -0.038
H 0.4832 1.8831 -8.4525 -0.004 -0.004 -0.104
H -1.4497 0.8978 -7.2736 -0.082 0.000 -0.044
H -1.2766 0.3016 -4.9016 -0.086 -0.028 0.069
```
Positions in Å, forces in eV/Å.

# 3
# CH3ClN3S

A cluster of 2 separate species, CH3ClN3S in total at a distorted geometry (ωB97M-V/def2-TZVPD, the Open Molecules 2025 dataset).

Charge: +1
Highest occupied orbital energy in eV: -14.016
Energy relative to the best compared isomer or geometry (same formula, charge and spin) in kJ/mol: 51.2
Electronic energy in a.u.: -1062.14545
Orbital gap in eV: 8.390

```
9
Properties=species:S:1:pos:R:3:forces:R:3
C -2.0570 -0.1785 0.3241 3.963 -1.516 3.364
N 1.6666 -0.5331 -0.2683 0.569 -1.594 -0.222
N -1.0280 -0.4503 0.8828 -4.239 1.634 -3.017
N 2.0284 0.4696 0.2950 -0.212 0.631 -0.096
S -3.5868 0.2234 -0.1477 0.005 -0.183 -0.182
Cl 3.6460 1.1707 0.1385 -0.104 -0.787 -0.241
H -0.0392 -0.4910 0.5874 0.839 -0.615 0.060
H 2.2966 -1.2339 -0.8168 -0.459 1.857 0.791
H -2.9267 1.0230 -0.9950 -0.363 0.572 -0.456
```
Positions in Å, forces in eV/Å.

# 4
# C5H13NO

A cluster of 2 separate species, C5H13NO in total at a distorted geometry (ωB97M-V/def2-TZVPD, the Open Molecules 2025 dataset).

SMILES string: CC(N)=O.CCC
Highest occupied orbital energy in eV: -9.999
Energy relative to the best compared isomer or geometry (same formula, charge and spin) in kJ/mol: 50.9
Electronic energy in a.u.: -328.29947
Orbital gap in eV: 10.827

```
20
Properties=species:S:1:pos:R:3:forces:R:3
C -0.2641 1.9397 -1.0103 1.165 0.159 0.252
C -0.8190 1.1340 -2.1486 -2.041 -0.867 0.358
N -2.1714 0.8441 -1.9428 0.087 0.184 0.306
O -0.2779 0.7141 -3.1416 0.747 0.317 0.087
H -0.2779 1.3962 -0.0636 -0.437 -0.200 -0.106
H -0.8272 2.8557 -0.8897 -0.162 0.206 0.041
H 0.7901 2.1889 -1.1304 -0.102 0.064 -0.457
H -2.6368 0.1873 -2.5495 0.261 0.128 -0.123
H -2.6844 1.1027 -1.1055 0.502 -0.031 -0.322
C -0.2566 -0.9088 1.9849 0.666 -0.156 -0.209
C 1.2513 -0.7468 1.5909 -2.081 -0.224 -0.806
C 1.5883 -1.5369 0.3107 1.381 -0.544 0.248
H -0.8987 -1.1362 1.1352 -0.088 0.390 -0.115
H -0.6245 -0.0636 2.5646 -0.124 0.024 -0.087
H -0.2997 -1.7898 2.6190 -0.271 -0.108 0.167
H 1.4751 0.2954 1.3788 0.260 0.114 0.590
H 1.7048 -1.1590 2.4862 1.013 0.421 -0.271
H 2.4920 -2.1116 0.5464 -0.182 -0.299 -0.247
H 0.8369 -2.2278 -0.0581 -0.292 -0.129 0.365
H 1.8997 -0.9777 -0.5764 -0.300 0.552 0.327
```
Positions in Å, forces in eV/Å.

# 5
# C25H19Cl5IrN4S3

A structure of composition C25H19Cl5IrN4S3 at a distorted geometry (ωB97M-V/def2-TZVPD, the Open Molecules 2025 dataset).

Highest occupied orbital energy (spin up / spin down) in eV: -7.813 / -7.790
Energy relative to the best compared isomer or geometry (same formula, charge and spin) in kJ/mol: 124.9
Multiplicity: 2
Electronic energy in a.u.: -4782.90400
Orbital gap (spin up / spin down) in eV: 6.570 / 5.551

```
57
Properties=species:S:1:pos:R:3:forces:R:3
Ir 0.8485 -0.4161 0.1987 2.396 1.156 -1.813
Cl -2.1776 -2.1729 0.4239 0.064 -0.090 0.177
C -0.7999 -2.6656 1.3579 0.017 -0.240 -0.097
C 0.4214 -2.0300 1.1507 -1.188 -0.029 0.707
C 1.5018 -2.4783 1.8861 0.067 -0.333 0.158
Cl 2.9629 -1.5733 1.6150 -0.274 0.333 -0.089
C 1.4291 -3.5178 2.7954 0.016 -0.017 -0.028
Cl 2.8263 -4.0104 3.6575 0.023 0.011 0.005
C 0.1970 -4.1390 2.9958 -0.052 -0.028 0.022
Cl 0.0612 -5.4333 4.1191 0.003 0.022 -0.017
C -0.9199 -3.7066 2.2773 0.079 -0.001 -0.080
Cl -2.4434 -4.4563 2.5257 -0.027 -0.064 0.024
S -1.4002 2.9713 -0.1908 -0.033 -0.214 0.083
C -0.4886 2.0835 -1.2764 -0.021 0.092 0.029
S -0.8754 0.3655 -1.0153 -0.639 -0.012 0.056
C 0.3374 2.5415 -2.2575 0.486 0.055 -0.407
C 0.9024 1.6735 -3.2575 -0.104 0.188 0.455
N 1.3492 0.9757 -4.0564 -0.043 0.120 -0.114
C 0.6362 3.9464 -2.3400 -0.078 -0.293 -0.117
N 0.8838 5.0685 -2.3991 -0.022 -0.047 0.026
C 3.3086 4.2551 1.5827 0.128 -0.079 -0.182
C 3.4902 3.1916 0.6646 0.091 0.200 0.049
C 2.6166 2.1486 0.6456 -0.311 -0.102 0.181
C 1.5051 2.0955 1.5402 0.030 0.019 0.005
C 0.5554 1.0263 1.5404 -0.587 -0.357 0.814
C -0.5068 1.0570 2.4109 0.114 0.313 0.321
C -0.6678 2.1205 3.3287 -0.111 -0.139 -0.124
C 0.2214 3.1531 3.3383 0.081 0.093 -0.022
C 1.3232 3.1668 2.4463 0.111 0.150 0.033
C 2.2564 4.2396 2.4437 -0.190 -0.082 0.122
H 4.0068 5.0822 1.5904 -0.001 -0.018 -0.014
H 4.3250 3.2124 -0.0244 -0.016 0.012 0.004
H 2.7693 1.3438 -0.0688 0.053 -0.009 -0.053
H -1.2370 0.2569 2.4026 -0.010 -0.021 -0.019
H -1.5127 2.1197 4.0072 0.030 -0.006 0.001
H 0.0993 3.9824 4.0258 0.013 -0.014 -0.011
H 2.1109 5.0523 3.1469 -0.009 -0.016 -0.023
C 1.1080 -3.5088 -6.0556 -0.008 -0.031 0.005
C 0.7190 -2.1965 -5.3926 0.120 -0.051 0.107
N 1.4171 -1.9704 -4.1251 -0.025 -0.181 0.091
C 1.0062 -2.0304 -2.8585 0.062 0.034 -0.292
S 2.0755 -1.3167 -1.6923 -0.215 -0.709 -0.058
N -0.1202 -2.6079 -2.4480 0.007 0.087 -0.100
C -1.1986 -3.2829 -3.1730 0.058 0.127 0.111
C -2.3596 -2.3565 -3.5042 -0.014 0.039 0.006
H 0.6041 -3.6073 -7.0187 0.016 0.008 0.032
H 0.8391 -4.3672 -5.4373 0.008 0.018 -0.007
H 2.1841 -3.5490 -6.2295 -0.025 0.004 0.003
H -0.3502 -2.1312 -5.2343 -0.073 0.037 -0.010
H 0.9882 -1.3576 -6.0325 -0.012 0.056 0.000
H 2.2943 -1.4822 -4.2131 -0.043 0.135 -0.013
H -0.2845 -2.4750 -1.4624 -0.015 -0.011 0.109
H -1.5452 -4.0787 -2.5143 0.007 -0.040 0.007
H -0.7941 -3.7632 -4.0574 0.025 -0.052 -0.043
H -2.7597 -1.9062 -2.5943 0.019 -0.025 -0.028
H -3.1602 -2.9182 -3.9887 0.030 0.022 0.002
H -2.0537 -1.5416 -4.1626 -0.006 -0.019 0.016
```
Positions in Å, forces in eV/Å.